(1)
Density functional theory data (ωB97M-V/def2-TZVPD) for a molecular structure, C23H21BiN9O5S.

Last column: natural (NBO) charge in e.
Element x y z (Å)
1 Bi -1.1555 0.8011 0.6999  1.94
2 C -3.2209 3.5813 -1.8322  -0.66
3 C -3.8142 2.3005 -1.3716  0.41
4 N -3.1875 1.3570 -0.6898  -0.56
5 C -4.0996 0.3499 -0.4637  -0.01
6 C -5.2976 0.6976 -1.0295  0.03
7 N -5.0809 1.9228 -1.6042  -0.47
8 C -6.6591 0.0961 -1.1850  0.77
9 O -6.8801 -1.0590 -0.6126  -0.64
10 O -7.4787 0.7111 -1.8191  -0.58
11 C -3.7358 -0.8532 0.3353  0.79
12 O -4.5492 -1.7438 0.5238  -0.61
13 O -2.5395 -0.8492 0.8346  -0.80
14 H -2.1392 3.4793 -1.8982  0.24
15 H -3.4529 4.3907 -1.1386  0.25
16 H -3.6013 3.8554 -2.8150  0.25
17 H -5.8069 2.4110 -2.1111  0.46
18 H -6.0767 -1.3909 -0.1259  0.52
19 N 2.2682 -2.0694 1.5033  -0.45
20 C 2.5127 -2.9435 2.6417  0.00
21 C 2.8372 -4.2134 2.1970  0.24
22 C 3.1403 -5.1894 3.1276  -0.28
23 C 3.0600 -4.8282 4.4737  -0.14
24 C 2.6626 -3.5707 4.9016  -0.24
25 C 2.3631 -2.5847 3.9556  -0.18
26 S 1.7027 -1.0000 4.2805  0.56
27 N 0.8043 -0.7396 2.8804  -0.66
28 C 1.0601 -1.1917 1.7202  0.59
29 C 0.5560 -0.8477 -0.7071  0.38
30 C 1.7218 -1.4843 -2.8554  -0.19
31 C 1.0349 -0.8381 -3.7954  -0.21
32 C -0.2368 -0.1354 -3.6199  -0.30
33 C -0.7725 0.2890 -2.4731  0.02
34 N -0.2892 0.1629 -1.1697  -0.79
35 H 3.0624 -1.4313 1.3548  0.44
36 H 2.7053 -5.0594 0.2545  0.44
37 H 3.4147 -6.1926 2.8360  0.24
38 H 3.2863 -5.5777 5.2200  0.24
39 H 2.5562 -3.3632 5.9569  0.24
40 H 2.6454 -1.9741 -3.1388  0.22
41 H 1.4438 -0.8384 -4.7983  0.22
42 H -0.8004 0.0900 -4.5153  0.22
43 H -1.7114 0.8243 -2.5161  0.20
44 N 0.3184 -0.8969 0.6629  -0.71
45 C 1.3880 -1.6428 -1.4289  -0.06
46 N 1.9548 -2.7844 -0.8657  -0.39
47 C 2.2665 -3.0454 0.3033  0.55
48 N 2.7880 -4.2244 0.8102  -0.59
49 C 2.0150 4.6757 1.0040  -0.43
50 N 2.3627 3.7738 -0.0799  -0.39
51 C 3.2039 4.3033 -1.1368  -0.41
52 C 1.9246 2.5169 -0.0953  0.55
53 O 1.1967 2.0094 0.7668  -0.72
54 H 2.9214 5.1121 1.4250  0.21
55 H 1.4907 4.1175 1.7724  0.24
56 H 1.3789 5.4833 0.6365  0.21
57 H 4.1419 4.6719 -0.7203  0.21
58 H 2.6998 5.1259 -1.6468  0.21
59 H 3.4228 3.5200 -1.8593  0.22
60 H 2.2738 1.9332 -0.9600  0.14

Computed properties:
HOMO (eV): -9.28
LUMO energy (eV): -2.65
Total charge: +1
Energy above the lowest of the compared OMol25 structures with the same formula, charge and spin (eV): 2.547


(2)
Density functional theory data (ωB97M-V/def2-TZVPD) for C3H6O in the gas phase.

Last column: natural (NBO) charge in e.
Element x y z (Å)
1 C 1.4044 -0.6695 -0.0031  -0.40
2 C 0.6972 0.4546 -0.0119  -0.21
3 C -0.8064 0.4964 -0.0068  -0.10
4 O -1.3320 -0.8096 -0.0321  -0.72
5 H 2.4989 -0.6418 -0.0220  0.20
6 H 0.9080 -1.6335 0.0095  0.21
7 H 1.2078 1.4207 -0.0301  0.20
8 H -1.1530 1.0844 -0.8724  0.17
9 H -1.1375 1.0403 0.8896  0.17
10 H -2.2873 -0.7421 0.0792  0.47

Computed properties:
HOMO (eV): -9.56
LUMO energy (eV): 0.91
Energy above the lowest of the compared OMol25 structures with the same formula, charge and spin (eV): 1.000
SMILES string: C=CCO


(3)
Density functional theory data (ωB97M-V/def2-TZVPD) for 7 unconnected molecules or ions with the total composition C3H19O6S at a distorted geometry.

Last column: natural (NBO) charge in e.
Element x y z (Å)
1 C 1.4527 -1.2266 2.4422  -0.61
2 C -0.0283 -0.8093 2.3416  -0.42
3 C -0.5370 -1.0531 0.9077  -0.49
4 S -2.2657 -0.3774 0.6725  -0.77
5 H 1.6799 -1.5193 3.4744  0.19
6 H 2.1113 -0.4420 2.0777  0.19
7 H 1.6226 -2.1867 1.9421  0.21
8 H -0.7286 -1.3832 2.9445  0.21
9 H -0.0545 0.2794 2.4187  0.18
10 H -0.3990 -2.0844 0.5827  0.17
11 H -0.0006 -0.5072 0.1309  0.18
12 H -0.3948 -3.3848 -1.0814  0.48
13 H 0.1995 -1.9848 -1.6675  0.49
14 O -0.0833 -2.8828 -1.8303  -0.98
15 H 1.2229 1.1833 -2.8454  0.50
16 H 0.3181 0.0076 -2.5351  0.47
17 O 1.2173 0.3330 -2.3998  -0.97
18 H -1.3135 2.1777 -0.2649  0.50
19 H -1.5093 1.3703 -1.5365  0.48
20 O -0.9621 2.0665 -1.1565  -1.00
21 H 1.9073 3.2683 -1.8006  0.47
22 H 2.3070 2.1583 -0.8679  0.48
23 O 2.3999 2.4389 -1.7850  -0.95
24 H -2.3996 2.0307 1.5989  0.50
25 H -1.1803 2.0980 2.5687  0.47
26 O -1.6598 2.5792 1.8982  -0.99
27 H 1.8827 -0.4387 -0.5257  0.48
28 H 2.2281 -1.4182 -1.6509  0.48
29 O 2.0731 -1.3622 -0.7044  -0.96

Computed properties:
HOMO (eV): -3.03
LUMO energy (eV): 3.00
Total charge: -1


(4)
Density functional theory data (ωB97M-V/def2-TZVPD) for a molecular structure, C3H6N2O at a distorted geometry.

Last column: natural (NBO) charge in e.
Element x y z (Å)
1 N -1.1637 -0.5147 -1.2581  -0.81
2 C -0.0083 -0.4876 -0.5190  -0.10
3 C 1.2184 0.9405 -0.1915  -0.12
4 O 1.0357 0.5040 1.1375  -0.50
5 C -0.0533 -0.2947 0.9329  0.51
6 N -0.9407 -0.6485 1.7610  -0.72
7 H -1.4066 -1.2636 -1.8870  0.39
8 H -1.9677 -0.0748 -0.8375  0.39
9 H 0.9553 -0.6893 -0.9559  0.26
10 H 2.3079 0.9552 -0.4258  0.18
11 H 0.7326 1.8741 -0.4471  0.17
12 H -0.7096 -0.3004 2.6905  0.35

Computed properties:
HOMO (eV): -8.44
LUMO energy (eV): 0.97
Energy above the lowest of the compared OMol25 structures with the same formula, charge and spin (eV): 3.587


(5)
Density functional theory data (ωB97M-V/def2-TZVPD) for a molecular structure, C49H53Ge2N2O6P2Ti at a distorted geometry.

Last column: Löwdin spin population.
Element x y z (Å)
1 Ti 0.4275 0.3651 0.0272  1.40
2 C -2.9292 1.8712 0.0783  0.01
3 C -2.4547 2.2554 -1.3236  0.01
4 P -0.6188 2.3687 -1.4845  0.01
5 C -0.4820 3.1461 -3.1474  0.00
6 C -1.2624 2.6515 -4.1958  0.00
7 C -1.2355 3.2556 -5.4444  0.00
8 C -0.4231 4.3583 -5.6658  0.00
9 C 0.3716 4.8422 -4.6374  0.00
10 C 0.3481 4.2402 -3.3851  0.00
11 C -0.2057 3.7851 -0.4031  0.00
12 C -1.1641 4.7211 -0.0079  0.00
13 C -0.7931 5.8468 0.7122  0.00
14 C 0.5430 6.0614 1.0275  0.00
15 C 1.5050 5.1493 0.6192  0.00
16 C 1.1300 4.0152 -0.0876  0.00
17 P -1.9965 0.4913 0.8493  0.03
18 C -2.6216 -1.0337 0.1018  0.00
19 C -3.7968 -1.1044 -0.6459  0.00
20 C -4.1671 -2.2985 -1.2477  0.00
21 C -3.3644 -3.4273 -1.1143  0.00
22 C -2.1988 -3.3701 -0.3626  0.00
23 C -1.8301 -2.1770 0.2461  0.01
24 C -2.6450 0.5553 2.5453  0.00
25 C -2.2076 1.6022 3.3596  0.00
26 C -2.6769 1.7157 4.6607  0.00
27 C -3.5740 0.7758 5.1547  0.00
28 C -4.0086 -0.2657 4.3466  0.00
29 C -3.5464 -0.3802 3.0408  0.00
30 H -3.9872 1.6140 0.0879  0.00
31 H -2.8059 2.7050 0.7675  0.00
32 H -2.8775 3.2071 -1.6415  0.00
33 H -2.7868 1.5080 -2.0460  0.00
34 H -1.9106 1.7961 -4.0472  0.00
35 H -1.8533 2.8618 -6.2425  0.00
36 H -0.4107 4.8396 -6.6360  0.00
37 H 1.0121 5.6996 -4.8023  0.00
38 H 0.9789 4.6368 -2.6023  0.00
39 H -2.2059 4.5962 -0.2769  0.00
40 H -1.5473 6.5644 1.0122  0.00
41 H 0.8338 6.9412 1.5885  0.00
42 H 2.5482 5.3096 0.8590  0.00
43 H 1.8907 3.3165 -0.4006  0.00
44 H -4.4254 -0.2301 -0.7693  0.00
45 H -5.0817 -2.3469 -1.8271  0.00
46 H -3.6496 -4.3551 -1.5974  0.00
47 H -1.5759 -4.2502 -0.2527  0.00
48 H -0.9319 -2.1439 0.8511  0.01
49 H -1.4981 2.3296 2.9757  0.00
50 H -2.3394 2.5317 5.2891  0.00
51 H -3.9321 0.8532 6.1745  0.00
52 H -4.7024 -0.9999 4.7369  0.00
53 H -3.8774 -1.2030 2.4184  0.00
54 C 2.5523 -3.7882 2.3227  0.01
55 C 1.9974 -2.3573 2.2862  0.05
56 Ge 2.1815 -1.5534 0.4917  0.12
57 C 3.9430 -0.7054 0.3463  0.02
58 C 5.0733 -1.6815 0.6909  0.01
59 C 2.0304 -3.0432 -0.7551  0.00
60 C 1.2089 -2.9972 -1.7996  0.00
61 Ge 0.5536 -1.1526 -2.1124  0.15
62 C 2.0010 -0.2260 -3.1034  0.03
63 C 2.1971 -0.7623 -4.5268  0.01
64 C -1.1012 -0.7851 -3.1343  0.05
65 C -1.6787 -1.8620 -4.0625  0.01
66 C 0.9316 -4.1848 -2.6539  0.00
67 C 0.7980 -5.4478 -2.0686  0.00
68 C 0.5417 -6.5699 -2.8430  0.00
69 C 0.4195 -6.4538 -4.2220  0.00
70 C 0.5618 -5.2087 -4.8188  0.00
71 C 0.8085 -4.0877 -4.0387  0.00
72 H 2.5385 -4.1693 3.3465  0.00
73 H 3.5809 -3.8462 1.9611  0.00
74 H 1.9467 -4.4607 1.7133  0.00
75 H 2.5310 -1.7125 2.9893  0.00
76 H 0.9483 -2.3626 2.5845  0.00
77 H 3.9707 0.1651 1.0037  0.00
78 H 4.0536 -0.3321 -0.6714  0.00
79 H 5.0103 -2.0198 1.7274  0.00
80 H 6.0436 -1.1984 0.5629  0.00
81 H 5.0559 -2.5632 0.0465  0.00
82 H 2.6118 -3.9515 -0.5674  0.00
83 H 2.9209 -0.3362 -2.5294  0.00
84 H 1.7651 0.8410 -3.1343  0.00
85 H 2.5594 -1.7919 -4.5124  0.00
86 H 2.9304 -0.1607 -5.0684  0.00
87 H 1.2656 -0.7388 -5.1024  0.00
88 H -0.8512 0.1182 -3.6928  0.00
89 H -1.8610 -0.5157 -2.4021  0.00
90 H -1.0488 -2.0281 -4.9368  0.00
91 H -2.6629 -1.5495 -4.4219  0.00
92 H -1.7962 -2.8192 -3.5534  0.00
93 H 0.8826 -5.5458 -0.9911  0.00
94 H 0.4377 -7.5381 -2.3679  0.00
95 H 0.2135 -7.3272 -4.8278  0.00
96 H 0.4846 -5.1100 -5.8954  0.00
97 H 0.9389 -3.1245 -4.5120  0.00
98 O 2.9792 2.5041 2.1437  0.00
99 C 2.0469 1.7767 2.3152  0.01
100 O 1.3670 1.2193 1.2796  0.02
101 C 1.5623 1.4402 3.6929  0.00
102 C 0.6418 0.4352 3.9614  0.00
103 C 0.2847 0.1816 5.2706  0.00
104 C 0.8071 0.8923 6.3237  0.00
105 C 1.7158 1.8852 6.0234  0.00
106 C 2.1094 2.1711 4.7406  0.00
107 N 2.2926 2.6794 7.1436  0.00
108 O 3.0083 3.6118 6.8469  0.00
109 O 2.0042 2.3347 8.2686  0.00
110 N -0.7032 -0.8940 5.5704  0.00
111 O -1.0811 -1.5822 4.6506  0.00
112 O -1.0654 -0.9978 6.7185  0.00
113 H 0.1999 -0.1521 3.1746  0.01
114 H 0.5264 0.6841 7.3457  0.00
115 H 2.8268 2.9569 4.5477  0.00

Computed properties:
<S²>: 2.008
Multiplicity: 3
HOMO (spin up / spin down) (eV): -10.50 / -10.42
LUMO energy (spin up / spin down) (eV): -3.15 / -4.35
Total charge: +1
Energy above the lowest of the compared OMol25 structures with the same formula, charge and spin (eV): 0.867


(6)
Density functional theory data (ωB97M-V/def2-TZVPD) for C7H18SSi2 in the gas phase at a distorted geometry.

Last column: Löwdin spin population.
Element x y z (Å)
1 C 0.8952 -0.0698 -0.3400  0.69
2 C 1.2539 -1.9742 2.1101  0.02
3 C 1.7473 1.2248 2.2589  0.02
4 C -1.1705 0.2372 2.0297  0.01
5 C -1.6563 -1.2352 -1.1233  0.01
6 C 0.1911 -0.3180 -3.3972  0.01
7 C -1.0728 1.9999 -1.6624  0.03
8 Si 0.6769 -0.2089 1.5717  0.10
9 Si -0.5221 0.0797 -1.6249  0.10
10 S 2.4577 0.4508 -0.8306  0.98
11 H 0.3866 -2.5486 2.3120  0.00
12 H 1.7586 -2.5982 1.3845  0.00
13 H 1.9819 -1.9573 2.9272  0.00
14 H 1.6200 1.0169 3.3555  0.00
15 H 2.7994 1.0370 2.0251  0.01
16 H 1.4943 2.2517 2.0675  0.00
17 H -1.5146 0.3801 3.0167  0.00
18 H -1.3265 1.2402 1.6094  0.00
19 H -1.8866 -0.2871 1.4430  0.00
20 H -1.1330 -2.0035 -0.4872  0.00
21 H -2.5274 -0.7504 -0.5778  0.00
22 H -2.0918 -1.6757 -1.9089  0.00
23 H -0.3287 -0.1277 -4.3590  0.00
24 H 1.0887 0.1279 -3.3483  0.01
25 H 0.4947 -1.3109 -3.3519  0.00
26 H -2.1521 1.9849 -1.4089  0.00
27 H -0.5187 2.7108 -0.9819  0.00
28 H -0.9453 2.3234 -2.7089  0.00

Computed properties:
<S²>: 2.007
Multiplicity: 3
HOMO (spin up / spin down) (eV): -7.04 / -9.56
LUMO energy (spin up / spin down) (eV): 0.76 / -1.69


Number 1: DFT total energy -2370.6833 Eh. Number 2: DFT total energy -193.1065 Eh. Number 3: DFT total energy -975.3394 Eh. Number 4: DFT total energy -302.5613 Eh. Number 5: DFT total energy -8145.5802 Eh. Number 6: DFT total energy -1254.6197 Eh.